No. 1
# C3H7IO

A 2-piece molecular cluster, C3H7IO overall (the ωB97M-V functional and the def2-TZVPD basis, the OMol25 dataset).

For the energy above the lowest of the compared OMol25 structures with the same formula, charge and spin, the calculation gives 224.3 kJ/mol. As for the HOMO-LUMO gap: 0.3399 Ha.

Cartesian coordinates (Å):
C 0.05 1.20 -1.39
C -0.58 -1.35 1.16
C 0.26 0.37 -0.17
O -0.79 -0.36 0.19
I 1.14 1.56 1.44
H 1.00 1.55 -1.79
H -0.47 0.60 -2.15
H -0.57 2.06 -1.15
H -1.51 -1.90 1.26
H -0.30 -0.91 2.12
H 0.23 -2.00 0.82
H 1.53 -0.82 -0.34


No. 2
# C22H20N3O8S4Ti

C22H20N3O8S4Ti as an isolated structure (the ωB97M-V functional and the def2-TZVPD basis, the OMol25 dataset).

As for the multiplicity: 2. The net charge is -2. Its expectation value of S² is 0.77. As for the HOMO-LUMO gap (spin up / spin down): 0.2170 / 0.2719 Ha.

Cartesian coordinates (Å):
Ti 0.60 0.10 0.20
C 3.59 -2.90 0.47
C 2.23 -2.28 0.34
N 2.12 -1.04 -0.09
N 3.18 -0.33 -0.60
C 2.78 0.56 -1.46
S 1.14 0.67 -2.08
S 4.03 1.65 -2.12
C 3.33 3.33 -1.93
C 3.08 4.04 -3.23
C 4.02 4.95 -3.70
C 3.79 5.68 -4.87
C 2.62 5.50 -5.57
C 1.67 4.59 -5.12
C 1.90 3.86 -3.96
C 1.01 -3.01 0.63
C 1.08 -4.30 1.18
C -0.05 -5.05 1.44
C -1.31 -4.53 1.14
C -1.41 -3.27 0.57
C -0.29 -2.49 0.32
O -0.46 -1.29 -0.23
H 4.34 -2.16 0.23
H 3.71 -3.76 -0.20
H 3.74 -3.25 1.50
H 4.08 3.88 -1.36
H 2.43 3.23 -1.32
H 4.93 5.11 -3.14
H 4.53 6.40 -5.20
H 2.42 6.10 -6.46
H 0.74 4.47 -5.65
H 1.16 3.17 -3.60
H 2.05 -4.71 1.42
H 0.05 -6.03 1.89
H -2.20 -5.11 1.34
H -2.38 -2.86 0.32
O 2.04 0.93 3.42
S 1.00 1.13 2.46
O 0.01 2.14 2.81
O 1.56 1.48 1.07
O 0.26 -0.16 2.11
N -1.21 1.57 0.17
C -1.27 2.81 -0.56
C -2.01 2.87 -1.73
C -2.10 4.06 -2.44
C -1.44 5.19 -1.99
C -0.67 5.13 -0.83
C -0.60 3.94 -0.11
S -1.65 6.77 -2.82
O -2.14 6.44 -4.16
O -2.64 7.45 -1.99
O -0.33 7.39 -2.79
H -2.06 1.06 0.02
H -1.09 1.78 1.16
H -2.51 1.98 -2.09
H -2.69 4.13 -3.35
H -0.15 6.01 -0.50
H -0.03 3.89 0.81


No. 3
# C4H8O2

One molecule with the formula C4H8O2 (the ωB97M-V functional and the def2-TZVPD basis, the OMol25 dataset).

For the energy above the lowest of the compared OMol25 structures with the same formula, charge and spin, the calculation gives 354.8 kJ/mol. As for the HOMO-LUMO gap: 0.3494 Ha.

Cartesian coordinates (Å):
C 1.73 -0.76 -0.85
C 1.15 0.21 0.19
O 1.35 1.55 -0.20
C -0.22 -0.30 0.44
O -1.13 0.61 0.29
C -2.43 0.02 0.56
H 1.54 -1.79 -0.53
H 2.80 -0.59 -0.98
H 1.23 -0.60 -1.81
H 1.64 0.01 1.16
H 0.50 2.00 -0.13
H -2.89 -0.22 -0.39
H -3.01 0.74 1.13
H -2.26 -0.90 1.13


No. 4
# C28H30Cl5N3O4ReSi

C28H30Cl5N3O4ReSi as an isolated structure (the ωB97M-V functional and the def2-TZVPD basis, the OMol25 dataset).

As for the multiplicity: 2. Its expectation value of S² is 0.83. As for the HOMO-LUMO gap (spin up / spin down): 0.2090 / 0.2294 Ha.

Cartesian coordinates (Å):
Re 0.55 -0.51 -0.14
C 4.84 -0.88 -1.25
C 3.61 -0.39 -0.52
O 2.53 -1.02 -0.77
C 3.74 0.64 0.40
C 2.74 1.05 1.29
C 3.10 1.98 2.41
N 1.50 0.55 1.28
N 0.78 0.79 2.41
C 0.15 -0.29 2.84
O 0.27 -1.41 2.25
C -0.71 -0.17 4.02
C -1.08 1.08 4.52
C -1.93 1.17 5.60
C -2.44 0.01 6.19
C -2.07 -1.23 5.70
C -1.22 -1.32 4.62
H 4.56 -1.50 -2.10
H 5.43 -1.49 -0.56
H 5.45 -0.05 -1.59
H 4.71 1.09 0.51
H 4.08 2.41 2.25
H 3.09 1.43 3.35
H 2.35 2.77 2.49
H -0.68 1.96 4.05
H -2.21 2.13 5.99
H -3.12 0.09 7.03
H -2.46 -2.13 6.16
H -0.93 -2.28 4.22
Cl 1.52 -3.91 -6.75
C 1.00 -3.23 -5.27
C 1.56 -3.66 -4.06
Cl 2.78 -4.86 -4.07
C 1.13 -3.11 -2.86
Cl 1.77 -3.66 -1.37
C 0.16 -2.08 -2.81
O -0.20 -1.49 -1.74
C -0.42 -1.71 -4.06
Cl -1.66 -0.53 -4.01
C -0.01 -2.26 -5.26
Cl -0.70 -1.73 -6.73
C -1.25 -3.95 0.25
O -1.33 -2.58 0.52
H -1.97 -4.51 0.87
H -0.25 -4.36 0.41
H -1.53 -4.09 -0.80
H -0.96 -2.42 1.41
C 1.25 1.37 -2.99
Si 0.03 2.23 -1.79
C -1.00 3.33 -2.97
C 1.01 3.44 -0.66
N -0.73 1.04 -0.71
C -2.03 1.09 -0.27
C -3.01 1.90 -0.86
C -4.30 1.97 -0.37
C -4.67 1.22 0.74
C -3.73 0.41 1.34
C -2.44 0.34 0.85
H 1.91 2.11 -3.42
H 0.73 0.89 -3.81
H 1.87 0.62 -2.51
H -0.31 3.85 -3.63
H -1.58 4.09 -2.45
H -1.67 2.76 -3.60
H 1.38 4.28 -1.25
H 1.86 2.96 -0.19
H 0.38 3.85 0.12
H -2.74 2.49 -1.72
H -5.01 2.61 -0.86
H -5.68 1.29 1.13
H -4.00 -0.17 2.22
H -1.73 -0.30 1.35


No. 5
# C28H32N4O2ReS2

C28H32N4O2ReS2 as an isolated structure (the ωB97M-V functional and the def2-TZVPD basis, the OMol25 dataset).

As for the multiplicity: 2. The net charge is +2. Its expectation value of S² is 0.76. As for the HOMO-LUMO gap (spin up / spin down): 0.2760 / 0.2590 Ha.

Cartesian coordinates (Å):
Re 0.16 -0.78 0.71
C -0.33 -0.30 3.31
C 0.79 -1.11 3.05
C 0.30 -2.27 2.22
C -1.15 -2.02 1.92
C -1.51 -0.85 2.61
C -2.85 -0.28 2.61
C -2.12 -3.05 1.44
C 0.89 -3.65 2.27
C 2.15 -0.85 3.53
C -0.28 0.94 4.09
H -3.32 -0.47 3.58
H -3.48 -0.72 1.85
H -2.83 0.80 2.49
H -2.62 -3.53 2.28
H -1.63 -3.83 0.86
H -2.89 -2.62 0.80
H 1.10 -3.91 3.31
H 1.83 -3.73 1.73
H 0.19 -4.39 1.90
H 2.19 -0.89 4.62
H 2.48 0.15 3.24
H 2.86 -1.58 3.14
H -1.18 1.54 3.98
H 0.58 1.54 3.79
H -0.15 0.71 5.15
C -1.23 0.17 -3.75
N -0.92 -1.04 -3.03
C -0.80 -2.22 -3.66
C -0.39 -3.35 -3.00
C -0.04 -3.25 -1.61
N -0.23 -2.08 -0.99
C -0.62 -1.00 -1.71
O -0.67 0.04 -1.03
N 0.46 -4.28 -0.96
H -1.89 -0.08 -4.57
H -0.30 0.60 -4.12
H -1.73 0.86 -3.07
H -1.04 -2.21 -4.71
H -0.29 -4.28 -3.53
H 0.65 -5.14 -1.44
H 0.81 -4.16 -0.02
S 2.47 -0.94 0.26
C 2.36 -1.03 -1.44
N 2.21 -1.14 -2.57
O 0.32 1.20 1.35
S 0.44 2.62 0.78
C -0.90 2.85 -0.39
C -0.73 3.71 -1.47
C -1.81 3.98 -2.29
C -3.04 3.41 -2.03
C -3.20 2.57 -0.94
C -2.13 2.30 -0.11
C 1.85 2.69 -0.29
C 1.94 1.94 -1.47
C 3.09 2.03 -2.22
C 4.12 2.87 -1.82
C 4.02 3.62 -0.66
C 2.88 3.53 0.12
H 0.23 4.15 -1.67
H -1.69 4.65 -3.13
H -3.88 3.64 -2.66
H -4.17 2.15 -0.73
H -2.26 1.66 0.75
H 1.11 1.31 -1.79
H 3.19 1.45 -3.13
H 5.02 2.94 -2.41
H 4.82 4.27 -0.37
H 2.79 4.10 1.03


No. 6
# C4H11N2O

An isolated ion of composition C4H11N2O and charge +1 (the ωB97M-V functional and the def2-TZVPD basis, the OMol25 dataset).

The SMILES is [NH3+]CCNCC=O. The net charge is +1. For the energy above the lowest of the compared OMol25 structures with the same formula, charge and spin, the calculation gives 145.8 kJ/mol. As for the HOMO-LUMO gap: 0.3909 Ha.

Cartesian coordinates (Å):
N 1.74 -0.12 -0.83
C 1.61 0.28 0.61
C 0.72 -0.72 1.34
N -0.49 -0.94 0.53
C -1.51 0.09 0.60
C -1.61 0.85 -0.72
O -0.77 0.80 -1.58
H 2.17 0.65 -1.35
H 2.42 -0.87 -0.93
H 0.79 -0.28 -1.22
H 1.15 1.27 0.59
H 2.60 0.43 1.02
H 1.22 -1.66 1.49
H 0.48 -0.24 2.27
H -0.87 -1.84 0.82
H -1.20 0.87 1.32
H -2.52 -0.21 0.86
H -2.47 1.53 -0.83